The following is a quantum chemistry calculation of the molecule C21H26N2O5, from the OMol25 dataset.

## Properties
HOMO energy ... -0.289 Eh
Calculated total energy ... -1301.5673 Eh
HOMO-LUMO gap ... 8.60 eV
Energy relative to the best compared isomer or geometry (same formula, charge and spin) ... 1.706 eV
SMILES ... COC(=O)[C@@H](Cc1ccccc1)NC(=O)NCCc1ccc(OC)c(OC)c1

Last column: Löwdin charge in e.
Geometry (Å):
C -0.226942 1.667017 2.404490  -0.016
O 0.548156 0.869595 1.511798  -0.011
C 0.175587 -0.382220 1.330739  -0.461
O -0.770001 -0.916974 1.859842  0.103
C 1.112603 -1.124819 0.385642  -0.206
C 2.305335 -1.678784 1.197852  -0.074
C 3.044154 -0.569707 1.887450  -0.241
C 2.863780 -0.329571 3.243089  -0.046
C 3.513209 0.722013 3.865354  -0.084
C 4.351490 1.547788 3.136847  -0.095
C 4.538911 1.314892 1.784729  -0.080
C 3.888783 0.263687 1.164657  -0.037
N 0.377015 -2.190725 -0.248970  0.118
C 0.176736 -2.159357 -1.608116  -0.559
O 0.871823 -1.499670 -2.351383  0.065
N -0.794445 -3.020648 -2.046162  0.064
C -1.354595 -2.839563 -3.365525  -0.178
C -2.600700 -1.935811 -3.334645  -0.130
C -2.284954 -0.643384 -2.631780  -0.248
C -1.468178 0.297718 -3.229219  -0.045
C -1.098359 1.447895 -2.550019  -0.001
C -1.559878 1.687809 -1.268565  -0.199
O -1.253400 2.783461 -0.509772  -0.087
C -0.306661 3.691011 -1.014215  -0.080
C -2.424858 0.753355 -0.662003  -0.196
O -2.874375 1.095303 0.580167  -0.085
C -3.691410 0.184103 1.273556  -0.080
C -2.755313 -0.405546 -1.342297  0.029
H 0.434732 2.451297 2.764022  0.097
H -0.590346 1.055790 3.232074  0.099
H -1.073462 2.090712 1.860985  0.082
H 1.474671 -0.447665 -0.393739  0.155
H 2.960031 -2.204288 0.500836  0.130
H 1.923604 -2.396679 1.926875  0.126
H 2.207255 -0.970158 3.815823  0.117
H 3.363295 0.897841 4.920879  0.102
H 4.857980 2.369612 3.621459  0.099
H 5.193689 1.955630 1.212243  0.101
H 4.035402 0.083591 0.109609  0.118
H -0.341380 -2.589085 0.341049  0.135
H -1.424793 -3.395893 -1.353433  0.136
H -0.570495 -2.375406 -3.965859  0.117
H -1.604000 -3.817637 -3.786917  0.116
H -3.412244 -2.454285 -2.818426  0.110
H -2.915816 -1.743555 -4.361613  0.116
H -1.093497 0.131733 -4.226828  0.121
H -0.440181 2.150128 -3.034845  0.108
H -0.662431 4.180298 -1.927244  0.095
H -0.173622 4.440207 -0.235028  0.095
H 0.651638 3.200359 -1.212795  0.100
H -3.148926 -0.738630 1.499107  0.082
H -3.954457 0.680815 2.206219  0.098
H -4.606059 -0.044026 0.716321  0.094
H -3.394103 -1.139578 -0.874317  0.112

Atomic forces in eV per Å
-0.37 0.15 0.30
0.16 0.15 -0.27
0.04 -0.22 -0.37
-0.08 0.01 0.18
0.07 -0.05 0.04
-0.13 0.25 -0.15
0.20 -0.15 0.12
0.04 -0.05 -0.05
-0.02 0.05 0.10
0.03 0.10 0.07
0.04 0.07 -0.07
-0.02 -0.06 0.06
-0.05 -0.02 0.29
0.17 -0.38 0.34
0.19 0.31 -0.32
-0.23 -0.26 -0.01
-0.17 0.02 -0.15
0.34 -0.05 -0.01
-0.09 0.14 -0.22
-0.23 -0.13 0.09
0.03 0.20 0.14
-0.05 0.04 0.22
-0.29 -0.36 -0.02
0.15 0.13 -0.09
0.08 0.23 0.16
0.26 0.16 -0.38
-0.13 -0.24 0.11
-0.04 0.09 0.15
0.01 -0.04 -0.02
0.06 0.09 -0.02
0.12 -0.05 0.09
-0.07 -0.08 0.15
-0.06 -0.04 0.01
0.02 -0.04 -0.03
-0.07 -0.08 0.05
0.00 0.01 0.08
0.05 0.06 0.04
0.06 0.05 -0.05
0.03 -0.02 -0.15
-0.01 0.07 -0.12
0.09 0.06 0.02
-0.10 -0.12 -0.03
0.07 0.09 -0.06
-0.06 0.00 -0.05
-0.10 -0.05 -0.02
0.09 -0.04 -0.12
0.07 0.11 0.00
0.03 -0.03 0.03
0.03 -0.01 -0.08
-0.02 0.01 -0.01
-0.05 0.05 -0.03
-0.02 -0.07 -0.03
0.02 0.03 0.01
-0.08 -0.05 0.07